Run 1
# C15H16N2O2

One molecule with the formula C15H16N2O2 (the ωB97M-V functional and the def2-TZVPD basis, the Open Molecules 2025 dataset).

```
35
Properties=species:S:1:pos:R:3:lowdin_charge:R:1
C -3.1263 -2.7867 0.3549 -0.0857
C -1.8959 -2.2635 -0.3741 -0.1822
C -0.9038 -1.6166 0.5971 -0.2430
O -1.3890 -0.4317 1.2022 -0.0299
C -1.6729 0.6689 0.4344 -0.2611
C -2.4284 1.6537 1.0693 -0.0062
C -2.7470 2.8223 0.4088 -0.0841
C -2.3208 3.0260 -0.8940 -0.0988
C -1.5683 2.0518 -1.5232 -0.0739
C -1.2384 0.8762 -0.8692 -0.0206
C 0.4921 -1.4449 -0.0289 -0.4324
O 0.8739 -2.1176 -0.9604 0.0851
N 1.2313 -0.5098 0.6226 0.1651
C 2.5213 -0.0651 0.3563 -0.2831
C 3.3209 -0.5779 -0.6642 0.0044
C 4.5861 -0.0420 -0.8174 -0.0649
C 5.0086 0.9686 0.0353 -0.0767
C 4.1313 1.4016 1.0155 -0.1476
N 2.9191 0.9020 1.1759 0.1154
H -2.8525 -3.5667 1.0621 0.0758
H -3.8375 -3.1991 -0.3560 0.0730
H -3.6115 -1.9806 0.9011 0.0747
H -2.2015 -1.5317 -1.1231 0.1113
H -1.3755 -3.0745 -0.8848 0.1181
H -0.7643 -2.2961 1.4515 0.1701
H -2.7513 1.4777 2.0836 0.1179
H -3.3333 3.5765 0.9121 0.1037
H -2.5723 3.9382 -1.4130 0.0992
H -1.2264 2.2015 -2.5366 0.1064
H -0.6417 0.1388 -1.3839 0.1116
H 0.7912 -0.0164 1.3920 0.1518
H 2.9531 -1.3635 -1.3017 0.0979
H 5.2375 -0.4110 -1.5960 0.1070
H 5.9897 1.4060 -0.0586 0.0968
H 4.4026 2.1855 1.7103 0.1045
```

## Properties
* highest occupied orbital energy: -8.75 eV
* Kohn-Sham gap: 9.61 eV
* LUMO energy: 0.0317 Ha
* SMILES string: CC[C@H](Oc1ccccc1)C(=O)Nc1ccccn1



Run 2
# C15H16N2O2

One molecule with the formula C15H16N2O2 (the ωB97M-V functional and the def2-TZVPD basis, the Open Molecules 2025 dataset).

```
35
Properties=species:S:1:pos:R:3:lowdin_charge:R:1
C -5.3026 -2.2467 -0.2072 -0.0602
C -5.1012 -1.0450 0.7039 -0.2098
O -3.8437 -0.4096 0.4666 -0.0150
C -3.8008 0.4345 -0.5748 -0.5543
O -4.7454 0.7051 -1.2770 0.0971
N -2.5787 1.0015 -0.7946 0.1544
C -1.3375 0.8897 -0.1654 -0.2191
C -1.0883 0.0744 0.9328 -0.0044
C 0.1779 0.0298 1.4888 -0.0328
C 1.2197 0.7891 0.9786 -0.2407
C 2.6074 0.7175 1.5605 -0.1060
C 3.5227 0.0212 0.5905 -0.2252
C 4.5742 0.6825 -0.0309 -0.0255
C 5.3614 -0.0138 -0.9349 -0.1511
N 5.1669 -1.2828 -1.2458 0.0499
C 4.1645 -1.9137 -0.6568 -0.1467
C 3.3180 -1.3147 0.2600 -0.0148
C 0.9669 1.5998 -0.1220 -0.0279
C -0.2903 1.6522 -0.6854 -0.0165
H -4.4791 -2.9481 -0.0952 0.0783
H -6.2328 -2.7454 0.0493 0.0776
H -5.3519 -1.9195 -1.2427 0.0757
H -5.9026 -0.3155 0.5504 0.1229
H -5.0663 -1.3454 1.7533 0.1240
H -2.5964 1.6367 -1.5829 0.1547
H -1.8780 -0.5230 1.3529 0.1017
H 0.3499 -0.6089 2.3436 0.1136
H 2.9811 1.7241 1.7602 0.1202
H 2.5831 0.1633 2.5013 0.1227
H 4.7801 1.7202 0.1869 0.1078
H 6.1905 0.4682 -1.4371 0.1028
H 4.0376 -2.9512 -0.9377 0.1034
H 2.5095 -1.8715 0.7092 0.1131
H 1.7649 2.1950 -0.5419 0.1184
H -0.4693 2.2895 -1.5399 0.1117
```

## Properties
* highest occupied orbital energy: -8.43 eV
* Kohn-Sham gap: 9.14 eV
* LUMO energy: 0.0261 Ha
* SMILES string: CCOC(=O)Nc1ccc(Cc2ccncc2)cc1



Stability check: which of them is least stable? run 1.



Run 1
# CH18NO6

A 7-piece molecular cluster, CH18NO6 overall (the ωB97M-V functional and the def2-TZVPD basis, the Open Molecules 2025 dataset).

```
26
Properties=species:S:1:pos:R:3:lowdin_charge:R:1
C -0.0931 -2.6014 -0.3557 -0.0161
N -0.7834 -1.3100 -0.5905 0.1112
H 0.0427 -2.5850 0.7503 0.1006
H -0.7367 -3.4115 -0.6672 0.0976
H 0.8827 -2.6097 -0.8525 0.1061
H -0.4567 -0.6438 0.1499 0.1016
H -1.8200 -1.3826 -0.5657 0.1765
H -0.6626 -0.7704 -1.4534 0.1503
H -0.1766 1.3970 1.5484 0.0329
H -0.6037 2.1990 0.3756 0.0641
O -0.5659 1.2791 0.6654 -0.0589
H -2.2957 -1.3189 2.8249 0.0628
H -0.9764 -0.5730 2.4707 0.0055
O -1.5873 -1.2613 2.1758 -0.0462
H -2.5928 1.2279 -4.0986 0.0636
H -1.3111 1.0569 -3.2929 -0.0219
O -2.2712 0.9874 -3.2137 -0.0584
H -0.0422 1.8843 -2.9389 0.0004
H 0.2677 2.5752 -4.2045 0.0675
O 0.6354 1.8899 -3.6211 -0.0437
H 3.5581 1.6314 1.2993 0.0772
H 4.1399 0.9993 2.5558 0.0828
O 3.3544 0.9927 1.9914 -0.0290
H 1.0396 -0.3095 3.6061 0.0591
H 1.9615 0.5831 2.7225 0.0171
O 1.0935 0.0736 2.7184 -0.1028
```

## Properties
* highest occupied orbital energy: -14.63 eV
* total charge: +1
* Kohn-Sham gap: 11.78 eV
* LUMO energy: -0.1048 Ha



Run 2
# CH18NO6

A 7-piece molecular cluster, CH18NO6 overall (the ωB97M-V functional and the def2-TZVPD basis, the Open Molecules 2025 dataset).

```
26
Properties=species:S:1:pos:R:3:lowdin_charge:R:1
C 0.5524 -1.4306 -1.4611 -0.0267
N 0.3322 -0.0329 -0.8922 0.1464
H 1.1513 -2.0727 -0.7653 0.1109
H -0.4139 -1.9062 -1.4896 0.0223
H 1.1310 -1.3801 -2.4706 0.1280
H 1.0793 0.3877 -0.6319 0.0198
H -0.4934 -0.2126 -0.2498 0.0699
H -0.1162 0.5976 -1.6945 0.2159
H 3.2955 -3.0529 2.1727 0.0929
H 2.2382 -3.0818 3.2677 -0.0196
O 2.3052 -2.9052 2.3732 -0.0690
H -2.0526 -2.5815 0.1737 -0.0449
H -2.2192 -2.3141 -1.4129 0.0666
O -1.7801 -2.5810 -0.6277 0.0436
H -2.2547 0.7170 0.4741 0.1238
H -1.1588 0.5944 1.6821 0.1724
O -1.6276 -0.0197 0.8593 -0.1510
H 1.2240 3.3176 -0.3253 0.0161
H 1.2535 2.9592 0.9952 0.0500
O 1.6828 2.6540 0.1516 -0.0720
H -2.4618 2.2075 -3.2857 0.0603
H -2.4247 3.3891 -2.2133 0.0454
O -2.7416 2.4790 -2.3726 -0.0918
H 1.6819 0.9218 2.2680 0.1254
H 0.9295 1.7760 3.1955 0.0420
O 0.8876 1.5703 2.2791 -0.0767
```

## Properties
* highest occupied orbital energy: -14.36 eV
* total charge: +1
* Kohn-Sham gap: 11.24 eV
* LUMO energy: -0.1147 Ha



Stability check: which of them is least stable? run 2.



Run 1
# C3H9NO2P

A 2-piece molecular cluster, C3H9NO2P overall (the ωB97M-V functional and the def2-TZVPD basis, the Open Molecules 2025 dataset).

```
16
Properties=species:S:1:pos:R:3:lowdin_charge:R:1
C 0.3621 -1.6160 -0.8041 -0.1386
C -0.0645 -0.7336 1.5057 -0.1557
C -0.0255 2.2423 -0.8043 -0.0478
N 0.8555 -1.0382 0.4396 -0.3420
O 2.6283 0.7174 1.5115 -0.3735
O 3.1461 -0.1583 -0.7227 -0.3943
P 2.0742 0.1924 0.2579 0.4655
H 0.4436 -2.6698 -0.7077 0.0605
H -0.6108 -1.4311 -1.1355 0.0466
H 1.0643 -1.0738 -1.4392 0.0519
H -1.0400 -0.5540 0.9795 0.0914
H -0.0418 -1.4958 2.1727 0.0328
H 0.1292 0.1513 2.0637 0.0536
H -0.4483 2.4046 0.1106 -0.1058
H 0.6374 2.7866 -1.3478 -0.1111
H -0.7298 1.9198 -1.4286 -0.1333
```

## Properties
* highest occupied orbital energy (alpha / beta): -2.63 / -2.93 eV
* total charge: -1
* Kohn-Sham gap (alpha / beta): 6.56 / 6.86 eV
* LUMO energy (alpha / beta): 0.1445 / 0.1443 Ha



Run 2
# C3H9NO2P

A 2-piece molecular cluster, C3H9NO2P overall (the ωB97M-V functional and the def2-TZVPD basis, the Open Molecules 2025 dataset).

```
16
Properties=species:S:1:pos:R:3:lowdin_charge:R:1
C -1.6444 0.3928 -1.2326 -0.2818
C -1.4606 -1.2595 0.5504 -0.2784
C 2.0572 1.2273 1.0765 -0.2322
N -1.5488 0.0951 0.1398 -0.1728
O 2.0108 -1.3276 0.0862 -0.4507
O 1.7602 0.4616 -1.5826 -0.4284
P 1.4387 0.0592 -0.1894 0.4312
H -1.4981 1.4713 -1.3873 0.0585
H -0.7522 -0.1483 -1.7703 0.0670
H -2.5183 -0.0891 -1.7694 0.0689
H -2.3529 -1.9596 0.4742 0.0763
H -0.7284 -1.7716 0.0796 -0.0123
H -1.0996 -1.3006 1.6269 0.0793
H 1.6619 2.1589 0.7148 0.0093
H 1.5179 0.8183 1.9490 0.0236
H 3.1566 1.1718 1.2343 0.0427
```

## Properties
* highest occupied orbital energy (alpha / beta): -4.48 / -2.58 eV
* total charge: -1
* Kohn-Sham gap (alpha / beta): 8.36 / 6.20 eV
* LUMO energy (alpha / beta): 0.1426 / 0.1333 Ha



Stability check: which of them is least stable? run 1.